Formula: C4H6S2
Source: the Open Molecules 2025 dataset
Level of theory: ωB97M-V with the def2-TZVPD basis set

Values from the calculation:
energy above the lowest of the compared OMol25 structures with the same formula, charge and spin: 63.9 kcal/mol
frontier orbital gap: 7.834 eV
strongest force on any atom: 4.8 eV/Å

Last column: Mulliken charge in e.
Atoms and positions in Å:
1 C -0.80627 1.01644 0.58019  -1.07
2 C -0.19150 -0.05047 -0.17319  0.63
3 C -0.87323 -1.02312 -0.74014  -0.75
4 C 1.20111 0.18950 -0.18837  0.26
5 H -0.59101 0.91829 1.79824  0.24
6 H 0.02630 2.03580 0.31037  0.28
7 H -1.96594 1.14504 0.29163  0.32
8 H -0.56930 -1.77211 -1.54472  0.28
9 H -2.02949 -0.92754 -0.60627  0.20
10 H 1.60439 -2.17054 0.58324  0.16
11 S 2.33208 -1.02976 0.12671  -0.21
12 S 1.86286 1.66846 -0.43770  -0.33

=====

Formula: C38H40N4OsPSi
Source: the Open Molecules 2025 dataset
Level of theory: ωB97M-V with the def2-TZVPD basis set

Values from the calculation:
energy above the lowest of the compared OMol25 structures with the same formula, charge and spin: 0.0 kcal/mol
frontier orbital gap: 7.308 eV
total charge: +3
strongest force on any atom: 0.3 eV/Å

Last column: Mulliken charge in e.
Atoms and positions in Å:
1 Os 0.56365 0.52344 0.84148  2.34
2 N 1.91517 1.34199 2.33262  -0.43
3 C 1.14917 2.00427 3.39480  0.13
4 C 1.73622 2.50288 4.52348  -0.60
5 C 0.95709 3.17658 5.48510  -0.89
6 C -0.38334 3.35114 5.28246  -0.92
7 C -1.00891 2.84225 4.11968  1.02
8 C -2.39079 2.99648 3.86023  -1.07
9 C -2.92287 2.47535 2.71491  -1.43
10 C -2.08754 1.78478 1.82615  0.14
11 N -0.79530 1.60525 2.03266  1.28
12 C -0.23419 2.14650 3.17084  0.09
13 H 2.56319 0.66162 2.72865  0.43
14 H 2.52448 2.02318 1.87877  0.41
15 H 2.80410 2.39660 4.67995  0.55
16 H 1.43267 3.56424 6.37523  0.45
17 H -0.98486 3.88159 6.00994  0.50
18 H -3.01045 3.52809 4.57224  0.50
19 H -3.97269 2.57712 2.47791  0.60
20 H -2.48752 1.35568 0.92151  0.06
21 N 0.30494 -1.07106 2.26373  -0.62
22 C 0.04016 -2.43003 1.76743  0.39
23 C 0.22937 -3.52475 2.59309  -0.60
24 C -0.11904 -4.78145 2.12081  -0.79
25 C -0.67090 -4.92833 0.85222  -0.87
26 C -0.85505 -3.82305 0.03947  -0.22
27 C -0.46868 -2.55974 0.48940  -0.38
28 P -0.73837 -1.05860 -0.46926  0.47
29 C -2.54020 -0.92815 -0.51146  1.11
30 C -3.20232 -0.99129 0.71999  -0.37
31 C -4.58337 -0.98656 0.77803  -0.76
32 C -5.32298 -0.92973 -0.39935  -0.82
33 C -4.67567 -0.89683 -1.62431  -0.74
34 C -3.28798 -0.90208 -1.68694  -0.84
35 C -0.10746 -1.34218 -2.13368  1.38
36 C 0.76156 -2.40483 -2.38472  -1.40
37 C 1.26196 -2.60971 -3.66196  -0.80
38 C 0.90143 -1.76104 -4.69804  -0.86
39 C 0.04169 -0.69618 -4.45727  -1.22
40 C -0.45727 -0.48384 -3.18312  -0.60
41 H 1.12598 -1.12600 2.86606  0.44
42 H -0.45681 -0.80802 2.89199  0.40
43 H 0.62472 -3.40772 3.59593  0.54
44 H 0.02215 -5.64771 2.75313  0.48
45 H -0.96177 -5.90889 0.50038  0.50
46 H -1.29326 -3.94027 -0.94415  0.55
47 H -2.63833 -1.07365 1.64385  0.30
48 H -5.08676 -1.05022 1.73389  0.53
49 H -6.40421 -0.93465 -0.35869  0.46
50 H -5.24995 -0.88345 -2.54099  0.51
51 H -2.80884 -0.91645 -2.65575  0.51
52 H 1.04782 -3.08392 -1.59255  0.55
53 H 1.92775 -3.44254 -3.84748  0.50
54 H 1.28273 -1.93148 -5.69617  0.47
55 H -0.24801 -0.03787 -5.26573  0.51
56 H -1.13385 0.34669 -3.01699  0.62
57 C -2.77080 2.64345 -1.68159  -0.83
58 Si -1.02900 3.16180 -1.27548  -0.07
59 C -0.11616 3.71029 -2.79953  -1.22
60 C -0.91378 4.44153 0.07302  -1.01
61 C 0.03526 1.60752 -0.76810  -0.79
62 H -3.30547 3.54987 -1.98131  0.53
63 H -3.33112 2.19808 -0.85975  0.24
64 H -2.81712 1.95867 -2.52823  0.34
65 H -0.59534 4.60489 -3.20591  0.40
66 H -0.12455 2.95048 -3.58427  0.36
67 H 0.92343 3.97198 -2.58845  0.35
68 H -1.31574 5.38486 -0.30672  0.45
69 H 0.12559 4.63798 0.35149  0.35
70 H -1.47544 4.19815 0.97563  0.31
71 H 0.95607 2.01719 -0.11432  -0.49
72 H 0.45593 1.16857 -1.67539  1.17
73 N 2.13532 -0.43683 -0.09214  -0.15
74 C 3.01723 -0.93280 -0.64116  0.53
75 C 4.10511 -1.54585 -1.31774  0.31
76 C 4.54289 -2.81095 -0.90990  -0.35
77 C 5.59322 -3.40166 -1.58608  -0.80
78 C 6.19512 -2.73765 -2.65028  -0.36
79 C 5.75433 -1.48095 -3.05142  -0.79
80 C 4.70443 -0.87362 -2.38928  -0.35
81 H 4.06747 -3.31459 -0.07807  0.53
82 H 5.94924 -4.37684 -1.28394  0.45
83 H 7.02028 -3.20448 -3.17171  0.45
84 H 6.23416 -0.97591 -3.87837  0.45
85 H 4.35095 0.10334 -2.69044  0.52